This record from OMol25 describes a 11-piece molecular cluster, C9H40N18O11 overall at a distorted geometry. The level of theory is ωB97M-V/def2-TZVPD.

As for the net charge: 0. For the relative energy (zero: lowest compared OMol25 entry of this formula, charge and spin), the calculation gives 6.6 kJ/mol. As for the strongest force on any atom: 1.5 eV/A. Its spin multiplicity is 1. As for the SMILES: NC(N)=O.NC(N)=O.NC(N)=O.NC(N)=O.NC(N)=O.NC(N)=O.NC(N)=O.NC(N)=O.NC(N)=O.O.O.

```
78
Properties=species:S:1:pos:R:3:lowdin_charge:R:1
O 0.16 -1.59 4.45 -0.078
H 0.10 -0.99 3.70 0.007
H -0.76 -1.70 4.75 -0.013
O 4.66 -1.53 3.68 -0.074
H 5.03 -2.40 3.49 0.022
H 4.37 -1.20 2.82 -0.013
C 2.89 4.06 0.27 -0.681
O 2.69 3.66 1.40 0.056
N 2.47 3.33 -0.82 0.143
N 3.47 5.26 -0.02 0.142
H 2.18 2.39 -0.60 0.058
H 2.85 3.53 -1.73 0.078
H 3.83 5.44 -0.94 0.082
H 3.75 5.85 0.74 0.100
C -4.52 -0.55 -0.56 -0.654
O -4.02 -1.56 -1.03 0.013
N -5.35 -0.57 0.54 0.143
N -4.27 0.67 -1.10 0.183
H -5.89 -1.41 0.70 0.108
H -5.88 0.25 0.79 0.094
H -3.52 0.62 -1.77 0.059
H -4.68 1.49 -0.69 0.089
C 0.42 -0.36 0.51 -0.614
O 0.86 0.71 0.04 -0.067
N 1.20 -1.26 1.15 0.204
N -0.90 -0.64 0.50 0.214
H 2.21 -1.19 1.11 0.070
H 0.75 -2.11 1.43 0.093
H -1.19 -1.57 0.78 0.053
H -1.54 0.12 0.32 0.079
C -1.11 1.47 -3.30 -0.652
O -1.97 0.70 -2.91 0.022
N -1.23 2.21 -4.44 0.146
N 0.04 1.67 -2.59 0.160
H -2.18 2.26 -4.78 0.100
H -0.58 2.92 -4.71 0.084
H 0.80 2.15 -3.04 0.077
H 0.22 1.15 -1.73 0.057
C 5.14 -1.06 0.12 -0.636
O 4.27 -0.97 0.97 0.012
N 4.96 -1.51 -1.16 0.173
N 6.44 -0.83 0.45 0.163
H 5.75 -1.75 -1.73 0.101
H 4.04 -1.83 -1.40 0.083
H 6.61 -0.50 1.39 0.110
H 7.22 -0.96 -0.17 0.095
C -3.26 -1.07 4.26 -0.662
O -2.63 -1.70 5.10 0.006
N -4.15 -0.09 4.65 0.146
N -3.20 -1.29 2.94 0.191
H -4.79 0.33 4.01 0.082
H -4.29 -0.08 5.64 0.097
H -3.74 -0.75 2.29 0.064
H -2.59 -2.01 2.56 0.059
C -2.00 3.12 0.36 -0.667
O -2.37 2.20 1.07 0.003
N -0.76 3.20 -0.20 0.171
N -2.84 4.17 0.03 0.141
H -0.13 2.42 -0.03 0.052
H -0.60 3.87 -0.92 0.086
H -2.58 4.84 -0.66 0.084
H -3.77 4.14 0.41 0.090
C 2.05 -1.24 -3.14 -0.691
O 1.69 -2.05 -2.31 0.038
N 1.90 -1.45 -4.49 0.154
N 2.64 -0.06 -2.80 0.151
H 1.36 -2.24 -4.80 0.102
H 2.33 -0.91 -5.21 0.088
H 2.96 0.65 -3.43 0.093
H 2.87 0.01 -1.83 0.081
C -1.67 -4.14 0.59 -0.634
O -1.61 -3.30 1.49 -0.028
N -2.53 -3.97 -0.44 0.183
N -1.00 -5.31 0.62 0.168
H -3.04 -3.10 -0.52 0.056
H -2.66 -4.65 -1.16 0.102
H -1.15 -5.91 -0.18 0.094
H -0.22 -5.52 1.22 0.109
```

---

This record from OMol25 describes C48H24Cl4N7Pt as an isolated structure at a distorted geometry. The level of theory is ωB97M-V/def2-TZVPD.

As for the net charge: -1. For the relative energy (zero: lowest compared OMol25 entry of this formula, charge and spin), the calculation gives 110.5 kJ/mol. Its expectation value of S² is 2.17. As for the strongest force on any atom: 1.2 eV/A. Its spin multiplicity is 3.

```
84
Properties=species:S:1:pos:R:3:lowdin_spin:R:1
Pt -0.32 -0.10 0.14 0.505
Cl 5.00 -6.11 3.93 0.020
C 3.67 -5.14 3.37 0.068
C 3.11 -4.19 4.20 -0.009
C 2.08 -3.41 3.73 0.062
C 1.54 -3.56 2.44 0.016
C 2.19 -4.51 1.61 0.058
C 3.21 -5.30 2.07 -0.008
C 0.49 -2.72 1.92 0.256
C 0.02 -1.56 2.67 0.074
C -0.26 -1.45 4.05 0.062
C -0.75 -0.18 4.26 0.057
C -0.74 0.49 3.01 0.063
C -1.00 1.88 2.79 0.092
C -1.90 2.52 3.75 0.004
C -2.96 1.75 4.24 0.016
C -3.92 2.26 5.10 -0.002
C -3.84 3.58 5.48 0.016
Cl -5.04 4.24 6.54 0.005
C -2.82 4.39 5.01 -0.002
C -1.86 3.86 4.17 0.015
C -0.49 2.52 1.64 -0.006
N -0.20 1.85 0.49 0.086
C 0.31 2.73 -0.43 -0.020
C 0.49 2.44 -1.79 0.116
C 1.26 3.35 -2.66 0.011
C 2.33 2.81 -3.37 0.011
C 3.13 3.61 -4.17 -0.001
C 2.86 4.96 -4.26 0.009
Cl 3.86 5.98 -5.23 0.003
C 1.78 5.51 -3.58 -0.001
C 0.98 4.70 -2.80 0.011
C -0.09 1.31 -2.42 0.007
C -0.45 1.22 -3.79 0.053
C -1.15 0.06 -3.95 0.001
C -1.14 -0.61 -2.70 0.055
N -0.52 0.20 -1.79 0.032
C -1.52 -1.94 -2.42 -0.037
C -1.16 -2.61 -1.26 0.044
C -1.10 -4.02 -1.08 -0.034
C -0.41 -4.26 0.07 0.038
C -0.10 -2.99 0.66 -0.016
N -0.59 -2.03 -0.15 0.062
C -2.29 -2.67 -3.46 -0.004
C -1.67 -3.20 -4.59 -0.002
C -2.41 -3.82 -5.58 0.001
C -3.78 -3.91 -5.45 0.000
Cl -4.72 -4.65 -6.70 0.000
C -4.42 -3.40 -4.33 0.001
C -3.67 -2.79 -3.34 -0.002
C 0.43 4.00 0.21 -0.020
C -0.13 3.89 1.45 -0.027
N -0.28 -0.39 2.07 0.048
H 3.48 -4.06 5.20 -0.002
H 1.69 -2.64 4.38 0.006
H 1.90 -4.58 0.57 0.003
H 3.68 -6.02 1.42 -0.002
H -0.20 -2.23 4.78 0.002
H -1.01 0.27 5.20 0.002
H -3.06 0.72 3.92 0.001
H -4.71 1.63 5.46 0.000
H -2.78 5.43 5.31 -0.001
H -1.06 4.50 3.84 0.001
H 2.57 1.76 -3.27 0.000
H 3.97 3.18 -4.70 0.000
H 1.57 6.57 -3.67 0.000
H 0.11 5.12 -2.31 0.000
H -0.25 1.97 -4.54 0.003
H -1.60 -0.32 -4.85 -0.001
H -1.49 -4.74 -1.78 -0.003
H -0.19 -5.22 0.49 0.002
H -0.59 -3.14 -4.68 0.000
H -1.92 -4.24 -6.45 0.000
H -5.50 -3.48 -4.24 0.000
H -4.17 -2.40 -2.46 0.000
H 0.86 4.88 -0.22 0.000
H -0.21 4.68 2.16 -0.001
N 1.97 -0.45 -0.03 0.105
C 2.85 0.31 -0.02 0.026
C 3.95 1.12 0.06 0.029
C 4.85 1.25 -1.00 0.005
N 5.61 1.37 -1.86 0.016
C 4.20 1.78 1.26 0.005
N 4.40 2.34 2.25 0.017
```

---

This record from OMol25 describes one molecule with the formula C6H10 at a distorted geometry. The level of theory is ωB97M-V/def2-TZVPD.

As for the net charge: 0. For the relative energy (zero: lowest compared OMol25 entry of this formula, charge and spin), the calculation gives 572.0 kJ/mol. As for the strongest force on any atom: 3.3 eV/A. Its spin multiplicity is 1.

```
16
Properties=species:S:1:pos:R:3:lowdin_charge:R:1
C -1.59 -0.27 1.60 0.037
C -1.46 -0.47 -1.02 -0.058
C -0.88 0.00 0.33 -0.511
C 0.60 0.12 0.39 -0.035
C 1.47 0.72 -0.51 -0.198
C 2.77 0.30 -0.63 0.037
H -1.81 -1.48 -0.78 0.073
H -1.60 -1.25 2.09 0.041
H -1.83 0.54 2.27 0.026
H -2.37 0.06 -1.30 0.073
H -0.72 -0.51 -1.81 0.070
H -1.28 1.00 0.56 0.124
H 1.05 -0.47 1.19 0.101
H 1.04 1.42 -1.22 0.113
H 3.07 -0.51 0.03 0.055
H 3.55 0.80 -1.17 0.052
```

---

This record from OMol25 describes C2H5NO as an isolated structure at a distorted geometry. The level of theory is ωB97M-V/def2-TZVPD.

As for the net charge: 0. For the relative energy (zero: lowest compared OMol25 entry of this formula, charge and spin), the calculation gives 130.4 kJ/mol. As for the strongest force on any atom: 5.0 eV/A. Its spin multiplicity is 1.

```
9
Properties=species:S:1:pos:R:3:lowdin_charge:R:1
C 0.78 0.08 -0.04 -0.481
C -1.02 0.88 0.08 0.036
N 0.77 -1.25 -0.04 0.135
O 1.70 0.83 -0.06 0.042
H -1.70 0.04 0.14 0.011
H -1.00 1.47 0.98 0.023
H -1.12 1.45 -0.82 0.021
H -0.07 -1.79 -0.12 0.099
H 1.66 -1.72 -0.10 0.114
```

---

This record from OMol25 describes C13H15Cl2MnN5S2 as an isolated structure. The level of theory is ωB97M-V/def2-TZVPD.

As for the net charge: +2. For the relative energy (zero: lowest compared OMol25 entry of this formula, charge and spin), the calculation gives 0.0 kJ/mol. Its expectation value of S² is 1.04. As for the strongest force on any atom: 0.7 eV/A. Its spin multiplicity is 2.

```
38
Properties=species:S:1:pos:R:3:lowdin_spin:R:1
Mn 0.04 0.66 0.36 0.971
N -0.46 1.50 3.69 0.007
C -1.50 1.05 2.95 0.007
N -1.41 0.70 1.68 0.000
C -2.66 0.30 1.18 0.002
C -3.66 0.34 2.08 0.001
S -3.08 0.90 3.61 0.000
C -2.65 -0.12 -0.22 0.002
C -3.66 -0.57 -0.98 0.001
S -3.11 -0.84 -2.59 0.000
C -1.53 -0.34 -2.15 0.001
N -1.42 0.01 -0.87 0.000
N -0.54 -0.31 -3.04 0.002
H 0.43 1.69 3.26 0.001
H -0.58 1.74 4.65 0.000
H -4.69 0.07 1.94 0.000
H -4.69 -0.76 -0.70 0.000
H -0.69 -0.58 -4.00 0.000
H 0.38 0.01 -2.79 0.000
Cl 1.56 2.56 0.88 0.008
C 0.42 3.86 0.33 0.000
Cl -0.74 3.16 -0.79 -0.007
H 1.03 4.61 -0.17 0.000
H -0.09 4.24 1.20 0.000
N 0.96 -0.98 1.06 0.005
C 1.82 -1.45 -0.03 -0.002
C 2.14 -0.51 -1.01 -0.002
C 2.96 -0.86 -2.07 0.000
C 3.45 -2.15 -2.14 0.000
C 3.13 -3.08 -1.16 0.000
C 2.32 -2.73 -0.10 -0.001
H 1.53 -0.87 1.89 0.004
H 0.25 -1.67 1.30 0.003
H 1.81 0.53 -0.92 -0.002
H 3.23 -0.13 -2.82 0.000
H 4.10 -2.43 -2.97 0.000
H 3.53 -4.09 -1.22 0.000
H 2.08 -3.46 0.67 0.000
```

---

This record from OMol25 describes a 6-piece molecular cluster, H12O6 overall at a distorted geometry. The level of theory is ωB97M-V/def2-TZVPD.

As for the net charge: 0. For the relative energy (zero: lowest compared OMol25 entry of this formula, charge and spin), the calculation gives 141.3 kJ/mol. As for the strongest force on any atom: 3.0 eV/A. Its spin multiplicity is 1. As for the SMILES: O.O.O.O.O.O.

```
18
Properties=species:S:1:pos:R:3:lowdin_charge:R:1
O -16.78 -25.68 15.97 -0.019
H -16.82 -25.37 16.84 -0.032
H -15.97 -26.15 15.81 0.030
O -16.23 -23.03 19.47 -0.025
H -17.15 -23.12 19.52 0.019
H -16.03 -23.22 18.57 0.007
O -16.70 -20.56 17.99 -0.071
H -16.31 -21.08 18.70 -0.012
H -16.03 -20.46 17.27 0.061
O -18.27 -23.68 17.66 -0.024
H -18.69 -22.98 18.16 0.045
H -18.83 -23.85 16.93 0.040
O -14.56 -22.09 21.43 -0.098
H -14.26 -21.30 20.90 0.049
H -15.11 -22.52 20.76 -0.030
O -14.24 -23.58 17.37 -0.044
H -13.61 -23.04 17.84 0.036
H -13.94 -23.70 16.45 0.068
```